No. 1
110
Properties=species:S:1:pos:R:3:lowdin_spin:R:1 method="wB97M-V/def2-TZVPD" de_lowest_kj_mol=0.00 gap_ev="5.34 / 5.02" multiplicity=2 total_charge=+1 s_squared=0.76
W -0.040 0.328 -0.887 0.749
C -2.556 1.284 1.894 0.001
Si -0.869 1.659 1.110 0.032
C -1.067 3.485 0.626 0.007
C -1.739 4.411 1.432 0.000
C -2.008 5.692 0.984 0.000
C -1.628 6.076 -0.298 0.000
C -0.958 5.182 -1.112 0.001
C -0.675 3.899 -0.643 0.009
P 0.300 2.708 -1.614 0.024
C -0.171 3.118 -3.347 0.003
C -1.243 2.439 -3.923 0.001
C -1.679 2.750 -5.203 0.000
C -1.054 3.752 -5.929 0.000
C -0.004 4.456 -5.357 0.000
C 0.431 4.145 -4.078 0.000
C 1.972 3.465 -1.493 -0.001
C 2.936 3.298 -2.486 0.000
C 4.198 3.861 -2.360 0.000
C 4.510 4.620 -1.242 -0.001
C 3.558 4.798 -0.247 0.000
C 2.306 4.215 -0.364 -0.001
C 0.351 1.523 2.556 0.001
C 0.195 2.227 3.757 0.000
C 1.028 2.000 4.837 0.001
C 2.048 1.054 4.744 0.001
C 2.231 0.359 3.566 0.000
C 1.375 0.585 2.483 0.004
P 1.646 -0.250 0.885 0.026
C 1.646 -2.048 1.228 -0.001
C 1.381 -2.603 2.471 -0.001
C 1.340 -3.982 2.639 0.000
C 1.583 -4.822 1.566 -0.001
C 1.873 -4.279 0.319 0.000
C 1.893 -2.906 0.153 0.000
C 3.447 0.078 0.715 0.008
C 3.858 1.408 0.816 0.001
C 5.196 1.742 0.707 0.000
C 6.146 0.749 0.494 0.000
C 5.748 -0.575 0.407 0.001
C 4.404 -0.913 0.521 0.001
H -2.482 1.242 2.983 0.000
H -2.964 0.335 1.553 0.000
H -3.265 2.071 1.634 0.000
H -2.073 4.124 2.422 0.000
H -2.532 6.390 1.624 0.000
H -1.859 7.069 -0.661 0.000
H -0.665 5.484 -2.109 0.000
H -1.759 1.678 -3.352 0.001
H -2.518 2.214 -5.629 0.000
H -1.388 3.990 -6.930 0.000
H 0.474 5.258 -5.904 0.000
H 1.239 4.721 -3.648 0.000
H 2.690 2.759 -3.393 0.000
H 4.929 3.727 -3.147 0.000
H 5.486 5.078 -1.151 0.000
H 3.788 5.401 0.622 0.000
H 1.573 4.364 0.420 0.000
H -0.590 2.969 3.847 0.000
H 0.894 2.560 5.753 0.000
H 2.700 0.871 5.588 0.000
H 3.044 -0.354 3.482 0.000
H 1.198 -1.966 3.325 0.000
H 1.121 -4.394 3.616 0.000
H 1.553 -5.896 1.698 0.000
H 2.084 -4.929 -0.521 0.000
H 2.101 -2.490 -0.827 0.000
H 3.122 2.184 0.984 0.000
H 5.499 2.776 0.792 0.000
H 7.193 1.008 0.409 0.000
H 6.483 -1.355 0.261 0.000
H 4.115 -1.953 0.463 0.000
O -0.443 -1.716 -0.780 0.044
N -1.513 -2.207 -1.413 -0.003
C -1.482 -3.523 -1.712 0.004
C -2.543 -4.112 -2.341 -0.001
C -3.662 -3.330 -2.645 0.005
C -3.671 -1.997 -2.313 -0.002
C -2.561 -1.406 -1.690 0.006
S -2.456 0.262 -1.271 0.005
H -0.575 -4.025 -1.410 0.000
H -2.498 -5.163 -2.582 0.000
H -4.520 -3.772 -3.133 0.000
H -4.522 -1.365 -2.525 0.000
Se -0.651 -0.981 -5.020 0.000
N 0.981 -0.822 -5.677 0.004
C 1.773 -0.457 -4.687 0.002
C 3.186 -0.221 -4.741 0.016
C 3.784 0.145 -3.583 -0.001
C 3.039 0.316 -2.364 0.020
N 1.753 0.094 -2.252 0.007
C 1.124 -0.304 -3.421 0.014
N -0.160 -0.542 -3.375 0.011
H 3.726 -0.329 -5.671 0.001
H 4.845 0.345 -3.543 0.000
H 3.561 0.659 -1.485 0.001
S -1.816 -2.754 4.544 0.000
C -1.557 -1.643 3.239 0.000
N -2.047 -1.952 2.093 0.001
C -2.729 -3.159 2.188 0.000
C -3.443 -3.765 1.153 0.000
C -4.077 -4.964 1.392 0.000
C -4.017 -5.574 2.653 0.000
C -3.335 -4.980 3.693 0.000
C -2.696 -3.766 3.449 0.000
H -1.001 -0.732 3.424 0.000
H -3.517 -3.274 0.194 0.000
H -4.642 -5.438 0.599 0.000
H -4.525 -6.515 2.816 0.000
H -3.307 -5.438 4.673 0.000

---

No. 2
67
Properties=species:S:1:pos:R:3:nbo_charge:R:1 method="wB97M-V/def2-TZVPD" gap_ev=6.67 multiplicity=1 total_charge=0
Cl -1.765 7.336 1.894 -0.225
B -1.322 5.971 0.738 0.384
Cl -2.182 4.361 1.189 -0.260
Cl -1.663 6.406 -1.049 -0.252
O 0.156 5.756 0.886 -0.550
C 0.819 4.798 0.352 0.496
C 2.250 4.773 0.499 -0.130
C 3.005 3.838 -0.242 -0.130
C 4.381 3.775 -0.084 -0.232
C 5.027 4.647 0.805 -0.134
C 4.290 5.605 1.521 -0.230
C 2.914 5.685 1.363 -0.127
H 0.294 4.025 -0.223 0.231
H 2.459 3.180 -0.919 0.229
H 4.958 3.044 -0.653 0.227
H 6.107 4.581 0.938 0.224
H 4.797 6.288 2.206 0.229
H 2.331 6.433 1.904 0.244
O -0.207 -0.402 4.076 -0.570
C -0.894 -1.317 3.647 0.689
C -1.493 -2.360 4.567 -0.120
C -2.691 -2.081 5.231 -0.206
C -3.268 -3.059 6.046 -0.191
C -2.622 -4.286 6.235 -0.216
C -1.387 -4.531 5.621 -0.204
C -0.814 -3.561 4.794 -0.207
N -1.201 -1.512 2.283 -0.440
C -1.810 -2.781 1.922 -0.216
C -2.258 -2.816 0.483 -0.202
N -1.210 -2.350 -0.390 -0.439
C -1.394 -2.695 -1.779 -0.213
C -0.182 -2.296 -2.589 -0.219
N 0.092 -0.876 -2.395 -0.449
C 0.142 -0.011 -3.508 0.681
O -0.119 1.184 -3.454 -0.576
C 0.506 -0.685 -4.808 -0.143
C -0.361 -0.522 -5.893 -0.175
C -0.135 -1.245 -7.066 -0.210
C 1.007 -2.045 -7.187 -0.204
C 1.930 -2.118 -6.135 -0.212
C 1.680 -1.437 -4.939 -0.194
C -0.012 -0.371 -1.085 0.049
C 0.408 0.930 -0.729 0.032
N 0.266 1.397 0.510 -0.463
C -0.235 0.640 1.495 0.039
C -0.653 -0.689 1.273 0.049
C -0.589 -1.166 -0.065 0.218
H -3.172 -1.114 5.075 0.229
H -4.224 -2.860 6.534 0.220
H -3.086 -5.059 6.852 0.219
H -0.869 -5.480 5.782 0.219
H 0.139 -3.738 4.291 0.220
H -1.099 -3.602 2.108 0.196
H -2.684 -2.966 2.559 0.227
H -2.485 -3.854 0.227 0.212
H -3.178 -2.219 0.363 0.186
H -1.543 -3.778 -1.850 0.209
H -2.295 -2.205 -2.194 0.185
H 0.696 -2.893 -2.303 0.201
H -0.396 -2.500 -3.642 0.238
H -1.224 0.137 -5.786 0.234
H -0.854 -1.181 -7.885 0.222
H 1.174 -2.623 -8.098 0.220
H 2.841 -2.713 -6.237 0.220
H 2.373 -1.496 -4.098 0.221
H 0.839 1.605 -1.465 0.206
H -0.308 1.097 2.481 0.237

---

No. 3
12
Properties=species:S:1:pos:R:3:nbo_charge:R:1 method="wB97M-V/def2-TZVPD" de_lowest_kj_mol=255.55 gap_ev=8.53 multiplicity=1 total_charge=0
C 1.597 1.146 0.581 -0.442
P 1.846 -0.581 -0.207 0.753
C 0.669 0.966 -0.319 -0.140
C -0.765 0.764 -0.429 -0.477
C -0.887 -0.784 -0.063 -0.189
N 0.412 -1.421 0.334 -0.952
H 2.024 1.803 1.362 0.232
H -1.116 1.519 0.256 0.230
H -1.153 0.959 -1.476 0.229
H -1.631 -0.733 0.846 0.188
H -1.297 -1.287 -0.836 0.183
H 0.300 -2.350 -0.049 0.384

---

What did the third record say?
12
Properties=species:S:1:pos:R:3:nbo_charge:R:1 method="wB97M-V/def2-TZVPD" de_lowest_kj_mol=255.55 gap_ev=8.53 multiplicity=1 total_charge=0
C 1.597 1.146 0.581 -0.442
P 1.846 -0.581 -0.207 0.753
C 0.669 0.966 -0.319 -0.140
C -0.765 0.764 -0.429 -0.477
C -0.887 -0.784 -0.063 -0.189
N 0.412 -1.421 0.334 -0.952
H 2.024 1.803 1.362 0.232
H -1.116 1.519 0.256 0.230
H -1.153 0.959 -1.476 0.229
H -1.631 -0.733 0.846 0.188
H -1.297 -1.287 -0.836 0.183
H 0.300 -2.350 -0.049 0.384

---

Please write out number 3 again, unchanged.
12
Properties=species:S:1:pos:R:3:nbo_charge:R:1 method="wB97M-V/def2-TZVPD" de_lowest_kj_mol=255.55 gap_ev=8.53 multiplicity=1 total_charge=0
C 1.597 1.146 0.581 -0.442
P 1.846 -0.581 -0.207 0.753
C 0.669 0.966 -0.319 -0.140
C -0.765 0.764 -0.429 -0.477
C -0.887 -0.784 -0.063 -0.189
N 0.412 -1.421 0.334 -0.952
H 2.024 1.803 1.362 0.232
H -1.116 1.519 0.256 0.230
H -1.153 0.959 -1.476 0.229
H -1.631 -0.733 0.846 0.188
H -1.297 -1.287 -0.836 0.183
H 0.300 -2.350 -0.049 0.384